Below is a cluster of 11 separate species, C10H40F2NO14S2 in total at a distorted geometry, with properties calculated with ωB97M-V/def2-TZVPD.

Properties
* orbital gap: 9.745 eV
* energy above the lowest of the compared OMol25 structures with the same formula, charge and spin: 0.551 eV
* HOMO level: -7.260 eV
* total energy: -68276.35794 eV

The geometry in ORCA input format:
```
! RIJCOSX wB97M-V def2-TZVPD def2/J DEFGRID3
* xyz -1 1
N 0.954 -0.344 0.072
S 0.013 -0.416 -1.136
O -0.879 0.684 -1.322
O -0.281 -1.685 -1.736
F 1.254 -0.029 -2.156
S -0.247 -0.704 1.226
O -0.979 -1.941 1.072
O -1.053 0.414 1.680
F 0.678 -0.783 2.487
C 5.233 1.893 -2.792
O 3.821 2.033 -2.593
H 5.629 0.924 -2.478
H 5.437 2.027 -3.851
H 5.733 2.627 -2.156
H 3.661 1.813 -1.654
C -4.487 1.409 -1.717
O -4.866 0.163 -2.254
H -4.674 2.152 -2.495
H -5.145 1.815 -0.934
H -3.477 1.472 -1.314
H -4.760 -0.520 -1.578
C 3.049 -3.031 0.123
O 2.721 -2.111 1.157
H 3.955 -2.681 -0.385
H 3.154 -4.033 0.534
H 2.276 -3.021 -0.652
H 2.084 -1.487 0.749
C 2.246 2.300 3.279
O 1.846 3.454 4.065
H 3.167 2.610 2.797
H 2.425 1.458 3.949
H 1.453 2.041 2.580
H 0.905 3.345 4.239
C -5.187 -0.506 1.274
O -4.371 -1.143 0.315
H -4.639 0.317 1.742
H -6.101 -0.073 0.873
H -5.436 -1.127 2.140
H -3.703 -1.681 0.752
C 1.470 2.899 -0.505
O 2.461 1.930 -0.170
H 0.569 2.621 0.046
H 1.758 3.861 -0.081
H 1.313 2.979 -1.579
H 2.094 1.020 -0.195
C 1.263 2.394 -4.767
O 2.254 3.345 -4.381
H 0.386 2.860 -5.207
H 1.723 1.649 -5.425
H 0.975 1.810 -3.889
H 2.786 2.914 -3.682
C -1.040 -5.069 -2.719
O 0.050 -4.506 -2.028
H -1.526 -5.758 -2.015
H -1.853 -4.434 -3.082
H -0.687 -5.662 -3.564
H -0.181 -3.628 -1.693
C 0.548 -3.851 4.016
O -0.479 -4.336 4.896
H 0.497 -2.766 4.038
H 1.556 -4.106 4.355
H 0.354 -4.254 3.022
H -0.478 -5.289 4.773
C -3.132 2.812 2.603
O -2.220 2.113 3.405
H -3.892 3.312 3.209
H -2.695 3.663 2.064
H -3.658 2.217 1.854
H -1.625 1.630 2.803
*
```

Atomic partial charges in e from the natural (NBO) method, atoms 1 to 4:
1 N -1.146
2 S 2.449
3 O -0.877
4 O -0.921

Below is a structure of composition C20H28B3CaF12O18 at a distorted geometry, with properties calculated with ωB97M-V/def2-TZVPD.

Properties
* orbital gap: 6.261 eV
* HOMO level: -8.749 eV
* total energy: -111151.56706 eV

The geometry in ORCA input format:
```
! RIJCOSX wB97M-V def2-TZVPD def2/J DEFGRID3
* xyz -1 1
Ca 1.436 2.554 1.054
B 0.102 5.020 0.209
F 0.767 4.820 1.374
F 0.751 6.031 -0.411
F 0.144 3.834 -0.479
F -1.213 5.389 0.430
B 3.152 2.835 3.129
F 3.795 3.967 2.772
F 3.775 2.536 4.365
F 1.817 3.136 3.190
F 3.315 1.936 2.148
B 1.028 0.495 -0.890
F 0.782 -0.653 -1.455
F 2.194 0.528 -0.129
F 1.237 1.517 -1.834
F 0.089 0.901 0.066
C 0.445 -3.824 -0.569
C 0.707 -4.186 0.895
O -0.024 -5.393 0.955
C -0.440 -5.834 -0.203
O -0.976 -6.926 -0.464
O -0.063 -5.029 -1.125
H 1.273 -3.408 -1.143
H -0.212 -2.981 -0.784
H 0.312 -3.421 1.563
H 1.774 -4.355 1.043
C -4.312 3.140 1.913
C -4.069 2.924 3.369
O -2.644 2.948 3.488
C -2.100 2.893 2.272
O -0.963 2.609 1.973
O -3.067 2.945 1.311
H -4.704 4.138 1.721
H -5.015 2.405 1.520
H -4.511 2.005 3.754
H -4.548 3.742 3.908
C 4.515 -1.151 -3.661
C 3.487 -1.974 -2.880
O 3.007 -2.832 -3.827
C 3.166 -2.292 -4.998
O 2.564 -2.584 -5.996
O 3.929 -1.212 -4.965
H 5.539 -1.511 -3.563
H 4.559 -0.188 -3.151
H 2.788 -1.343 -2.331
H 3.970 -2.654 -2.178
C -2.669 -0.584 1.274
C -2.863 -1.356 0.020
O -2.875 -2.669 0.566
C -2.854 -2.723 1.856
O -2.832 -3.737 2.579
O -2.674 -1.532 2.284
H -3.476 0.146 1.334
H -1.698 -0.105 1.149
H -2.032 -1.141 -0.652
H -3.832 -1.024 -0.351
C -2.391 -0.859 5.455
C -0.896 -0.931 5.286
C -0.367 -2.102 4.450
O 0.400 -1.534 3.406
C 0.331 -0.160 3.452
O 0.779 0.581 2.609
O -0.362 0.218 4.602
H -2.581 -0.543 6.480
H -2.833 -1.749 5.007
H -2.780 -0.148 4.725
H -0.326 -1.069 6.205
H -1.197 -2.732 4.133
H 0.219 -2.689 5.157
C -0.296 0.336 -5.093
C 0.432 1.665 -5.512
C 1.822 1.769 -4.855
O 2.661 2.018 -5.956
C 2.034 1.846 -7.153
O 2.667 1.828 -8.253
O 0.739 1.613 -6.895
H 0.073 -0.635 -5.423
H -1.329 0.322 -5.442
H -0.461 0.334 -4.015
H -0.167 2.548 -5.286
H 2.120 0.796 -4.463
H 1.958 2.508 -4.066
*
```

Atomic partial charges in e from the Löwdin method, atoms 1 to 4:
1 Ca 1.686
2 B -1.445
3 F 0.114
4 F 0.178

Below is a cluster of 7 separate species, C27H36N7O12 in total at a distorted geometry, with properties calculated with ωB97M-V/def2-TZVPD.

Properties
* orbital gap: 7.119 eV
* energy above the lowest of the compared OMol25 structures with the same formula, charge and spin: 2.277 eV
* HOMO level: -6.608 eV
* total energy: -63557.96134 eV

The geometry in ORCA input format:
```
! RIJCOSX wB97M-V def2-TZVPD def2/J DEFGRID3
* xyz -1 1
N -1.343 -0.235 1.385
O -0.916 -0.022 2.504
O -1.221 -1.426 0.917
O -1.871 0.775 0.737
C 2.501 0.399 -0.661
C 3.090 0.535 -2.063
C 2.389 -0.246 -3.287
C 1.434 -1.352 -2.879
C 0.892 -1.409 -1.429
C 1.552 -0.453 -0.325
N 0.989 -2.369 -3.836
O 1.748 -2.598 -4.862
O -0.192 -2.661 -3.680
H 2.866 1.105 0.071
H 3.747 1.187 -1.965
H 2.928 -0.135 -4.341
H 0.231 -2.122 -0.867
H 0.939 -0.317 0.588
C -0.664 2.873 -2.464
C -1.561 1.661 -2.536
C -2.683 1.639 -3.468
C -2.785 2.770 -4.631
C -1.664 3.833 -4.477
C -0.713 3.899 -3.393
N -3.709 2.686 -5.783
O -4.387 1.664 -5.716
O -3.779 3.788 -6.456
H 0.159 2.725 -1.834
H -1.282 0.828 -1.768
H -3.333 0.945 -3.653
H -1.607 4.623 -5.359
H 0.167 4.417 -3.341
C 2.176 -1.113 5.629
C 3.436 -0.482 6.380
C 4.254 0.649 5.642
C 3.880 0.915 4.067
C 2.720 0.140 3.536
C 1.905 -0.789 4.292
N 4.557 2.034 3.349
O 5.108 2.844 4.092
O 4.296 2.148 2.164
H 1.398 -1.742 6.215
H 3.640 -0.639 7.386
H 4.950 1.149 6.271
H 2.352 0.250 2.604
H 1.061 -1.160 3.846
C -0.275 -6.327 2.464
O 0.026 -7.354 3.129
N 0.584 -5.344 2.318
C 0.181 -4.083 1.729
C 1.964 -5.428 2.897
H -1.198 -6.131 2.085
H 0.166 -4.247 0.690
H 0.784 -3.107 2.009
H -0.788 -3.854 1.954
H 2.394 -4.585 2.780
H 2.501 -6.268 2.217
H 1.961 -5.839 3.929
C 1.330 5.339 0.475
O 0.917 6.279 -0.249
N 0.439 4.516 1.101
C 0.994 3.357 1.707
C -1.001 4.584 0.864
H 2.223 5.226 0.994
H 0.200 2.480 2.069
H 1.457 3.606 2.722
H 2.031 2.930 1.080
H -1.450 4.127 1.596
H -1.315 4.626 -0.204
H -1.139 5.541 1.209
C -5.438 -1.049 -3.025
O -6.186 -0.377 -2.330
N -4.482 -1.737 -2.452
C -3.541 -2.456 -3.258
C -4.110 -1.613 -0.975
H -5.264 -1.124 -4.185
H -3.695 -3.438 -3.050
H -2.427 -2.266 -2.960
H -3.601 -2.148 -4.350
H -4.519 -2.396 -0.179
H -4.194 -0.716 -0.591
H -3.148 -1.925 -0.841
*
```

Atomic partial charges in e from the Löwdin method, atoms 1 to 4:
1 N -0.576
2 O -0.046
3 O -0.103
4 O -0.091

Below is a structure of composition C4H7NO at a distorted geometry, with properties calculated with ωB97M-V/def2-TZVPD.

Properties
* orbital gap: 10.032 eV
* energy above the lowest of the compared OMol25 structures with the same formula, charge and spin: 3.423 eV
* HOMO level: -9.000 eV
* total energy: -7796.22131 eV

The geometry in ORCA input format:
```
! RIJCOSX wB97M-V def2-TZVPD def2/J DEFGRID3
* xyz 0 1
C 1.779 0.135 0.209
C 0.269 0.328 0.023
O -0.551 1.110 0.879
C -0.742 -0.665 -0.237
C -1.666 0.192 0.615
N -0.483 0.267 -1.337
H 2.316 0.958 0.717
H 2.188 0.031 -0.800
H 2.032 -0.793 0.762
H -0.591 -1.734 -0.249
H -2.059 -0.192 1.555
H -2.471 0.591 -0.027
H 0.041 -0.157 -2.101
*
```

Atomic partial charges in e from the natural (NBO) method, atoms 1 to 4:
1 C -0.648
2 C 0.386
3 O -0.504
4 C -0.165

Below is a structure of composition C29H30N5O4PS2SeTi at a distorted geometry, with properties calculated with ωB97M-V/def2-TZVPD.

Properties
* orbital gap (alpha / beta): 6.387 / 6.323 eV
* ⟨S²⟩: 0.80
* energy above the lowest of the compared OMol25 structures with the same formula, charge and spin: 1.473 eV
* HOMO level (alpha / beta): -3.786 / -4.426 eV
* total energy: -165623.45215 eV

The geometry in ORCA input format:
```
! RIJCOSX wB97M-V def2-TZVPD def2/J DEFGRID3
* xyz -1 2
Ti -0.282 -1.216 -0.520
C -2.343 -0.047 -3.674
O -1.979 0.191 -2.292
C -2.703 1.105 -1.559
C -3.764 1.749 -2.093
C -4.411 2.760 -1.347
C -4.077 2.915 0.007
C -3.013 2.170 0.534
C -2.289 1.251 -0.213
N -1.284 0.440 0.231
N -0.826 0.839 1.516
C 0.440 0.823 1.830
C 1.519 0.333 0.981
O 1.271 -0.238 -0.228
C 2.825 0.250 1.444
C 3.200 0.630 2.693
C 2.187 1.196 3.587
C 2.494 1.642 4.859
C 1.544 2.209 5.670
C 0.193 2.242 5.289
C -0.098 1.794 4.037
C 0.829 1.286 3.119
H -2.126 0.836 -4.276
H -1.665 -0.826 -4.026
H -3.355 -0.404 -3.751
H -3.963 1.533 -3.134
H -5.245 3.244 -1.745
H -4.521 3.538 0.744
H -2.759 2.307 1.610
H 3.537 -0.152 0.749
H 4.187 0.668 3.093
H 3.522 1.556 5.136
H 1.733 2.465 6.709
H -0.571 2.542 5.991
H -1.085 1.829 3.638
Se 0.147 -2.264 -2.395
N 4.624 -5.448 -2.342
C 3.548 -5.051 -1.610
C 2.549 -5.970 -1.313
C 1.522 -5.579 -0.477
C 1.490 -4.290 0.079
C 2.532 -3.401 -0.221
C 3.523 -3.789 -1.105
S 0.214 -3.787 1.161
O 0.274 -2.308 1.098
O 0.490 -4.326 2.454
N -1.158 -4.329 0.510
C -2.223 -3.599 0.243
S -3.876 -4.193 -0.011
C -4.413 -2.661 -0.605
C -3.435 -1.805 -0.503
N -2.218 -2.286 -0.048
H 4.549 -6.167 -3.053
H 5.378 -4.801 -2.554
H 2.556 -6.975 -1.703
H 0.791 -6.358 -0.213
H 2.480 -2.395 0.164
H 4.318 -3.053 -1.399
H -5.476 -2.535 -1.010
H -3.396 -0.735 -0.678
C 1.117 3.444 -0.156
P 0.425 3.385 -1.792
C -0.986 4.534 -1.701
C 1.698 4.438 -2.600
H 1.265 4.528 0.159
H 2.062 2.863 -0.142
H 0.490 2.852 0.542
H -0.588 5.639 -1.381
H -1.748 4.353 -0.986
H -1.371 4.655 -2.644
H 1.721 5.350 -2.033
H 1.339 4.665 -3.642
H 2.664 3.939 -2.707
*
```

Atomic partial charges in e from the Löwdin method, atoms 1 to 4:
1 Ti 0.548
2 C -0.074
3 O -0.196
4 C -0.295

Below is a structure of composition C19H15CoF11N4O5S2Te, with properties calculated with ωB97M-V/def2-TZVPD.

Properties
* orbital gap (alpha / beta): 6.794 / 6.522 eV
* ⟨S²⟩: 6.04
* energy above the lowest of the compared OMol25 structures with the same formula, charge and spin: 0.024 eV
* HOMO level (alpha / beta): -12.431 / -12.797 eV
* total energy: -132619.99487 eV

The geometry in ORCA input format:
```
! RIJCOSX wB97M-V def2-TZVPD def2/J DEFGRID3
* xyz 1 5
Co 0.740 0.232 0.346
C 2.987 0.592 -1.986
C 1.788 1.474 -2.112
C 1.678 2.369 -3.178
C 0.578 3.185 -3.297
C -0.443 3.090 -2.358
C -0.302 2.190 -1.334
N 0.809 1.418 -1.202
C -1.330 1.931 -0.318
C -2.537 2.579 -0.136
C -3.337 2.189 0.929
C -2.932 1.187 1.802
C -1.719 0.571 1.567
N -0.987 0.944 0.513
C -1.054 -0.470 2.365
C -1.628 -1.100 3.438
C -0.893 -2.078 4.101
C 0.367 -2.389 3.651
C 0.912 -1.733 2.544
C 2.274 -2.102 2.058
N 0.201 -0.776 1.935
H 3.520 0.561 -2.934
H 2.708 -0.422 -1.710
H 3.667 0.989 -1.230
H 2.476 2.402 -3.906
H 0.498 3.879 -4.122
H -1.337 3.689 -2.442
H -2.845 3.375 -0.797
H -4.285 2.684 1.092
H -3.546 0.904 2.644
H -2.630 -0.846 3.750
H -1.315 -2.594 4.952
H 0.956 -3.155 4.134
H 2.530 -3.096 2.418
H 3.012 -1.398 2.445
H 2.328 -2.109 0.973
F -4.488 -2.236 -1.863
C -3.808 -1.106 -1.869
F -3.761 -0.619 -0.617
F -4.421 -0.215 -2.640
S -2.098 -1.342 -2.508
O -1.476 -0.049 -2.383
O -2.217 -1.946 -3.789
N -1.608 -2.372 -1.383
S -0.179 -2.578 -0.877
O 0.634 -1.325 -0.856
O -0.129 -3.361 0.314
C 0.758 -3.499 -2.172
F 0.765 -2.789 -3.293
F 0.190 -4.670 -2.380
F 2.008 -3.668 -1.750
F 2.452 0.866 3.416
Te 2.877 2.147 2.064
F 0.951 2.190 1.815
F 2.927 2.957 0.315
F 2.623 3.673 3.199
F 4.655 1.378 1.861
O 2.434 0.401 0.801
*
```

Atomic partial charges in e from the natural (NBO) method, atoms 1 to 4:
1 Co 1.450
2 C -0.670
3 C 0.315
4 C -0.213

Which of these has the lowest total energy? C29H30N5O4PS2SeTi

total energy of number 5 (C29H30N5O4PS2SeTi)? -165623.45215 eV

Among the records above, which one has the highest total energy? C4H7NO

Copy entry 2 word for word.
Below is a structure of composition C20H28B3CaF12O18 at a distorted geometry, with properties calculated with ωB97M-V/def2-TZVPD.

Properties
* orbital gap: 6.261 eV
* HOMO level: -8.749 eV
* total energy: -111151.56706 eV

The geometry in ORCA input format:
```
! RIJCOSX wB97M-V def2-TZVPD def2/J DEFGRID3
* xyz -1 1
Ca 1.436 2.554 1.054
B 0.102 5.020 0.209
F 0.767 4.820 1.374
F 0.751 6.031 -0.411
F 0.144 3.834 -0.479
F -1.213 5.389 0.430
B 3.152 2.835 3.129
F 3.795 3.967 2.772
F 3.775 2.536 4.365
F 1.817 3.136 3.190
F 3.315 1.936 2.148
B 1.028 0.495 -0.890
F 0.782 -0.653 -1.455
F 2.194 0.528 -0.129
F 1.237 1.517 -1.834
F 0.089 0.901 0.066
C 0.445 -3.824 -0.569
C 0.707 -4.186 0.895
O -0.024 -5.393 0.955
C -0.440 -5.834 -0.203
O -0.976 -6.926 -0.464
O -0.063 -5.029 -1.125
H 1.273 -3.408 -1.143
H -0.212 -2.981 -0.784
H 0.312 -3.421 1.563
H 1.774 -4.355 1.043
C -4.312 3.140 1.913
C -4.069 2.924 3.369
O -2.644 2.948 3.488
C -2.100 2.893 2.272
O -0.963 2.609 1.973
O -3.067 2.945 1.311
H -4.704 4.138 1.721
H -5.015 2.405 1.520
H -4.511 2.005 3.754
H -4.548 3.742 3.908
C 4.515 -1.151 -3.661
C 3.487 -1.974 -2.880
O 3.007 -2.832 -3.827
C 3.166 -2.292 -4.998
O 2.564 -2.584 -5.996
O 3.929 -1.212 -4.965
H 5.539 -1.511 -3.563
H 4.559 -0.188 -3.151
H 2.788 -1.343 -2.331
H 3.970 -2.654 -2.178
C -2.669 -0.584 1.274
C -2.863 -1.356 0.020
O -2.875 -2.669 0.566
C -2.854 -2.723 1.856
O -2.832 -3.737 2.579
O -2.674 -1.532 2.284
H -3.476 0.146 1.334
H -1.698 -0.105 1.149
H -2.032 -1.141 -0.652
H -3.832 -1.024 -0.351
C -2.391 -0.859 5.455
C -0.896 -0.931 5.286
C -0.367 -2.102 4.450
O 0.400 -1.534 3.406
C 0.331 -0.160 3.452
O 0.779 0.581 2.609
O -0.362 0.218 4.602
H -2.581 -0.543 6.480
H -2.833 -1.749 5.007
H -2.780 -0.148 4.725
H -0.326 -1.069 6.205
H -1.197 -2.732 4.133
H 0.219 -2.689 5.157
C -0.296 0.336 -5.093
C 0.432 1.665 -5.512
C 1.822 1.769 -4.855
O 2.661 2.018 -5.956
C 2.034 1.846 -7.153
O 2.667 1.828 -8.253
O 0.739 1.613 -6.895
H 0.073 -0.635 -5.423
H -1.329 0.322 -5.442
H -0.461 0.334 -4.015
H -0.167 2.548 -5.286
H 2.120 0.796 -4.463
H 1.958 2.508 -4.066
*
```

Atomic partial charges in e from the Löwdin method, atoms 1 to 4:
1 Ca 1.686
2 B -1.445
3 F 0.114
4 F 0.178